No. 1
Here is C31H55Br2N5Si4Ti as an isolated structure in a non-equilibrium geometry from the OMol25 dataset. Energies are from ωB97M-V with the def2-TZVPD basis set.

Its multiplicity is 2. The gap between HOMO and LUMO (alpha / beta) comes out at 0.2357 / 0.2384 hartree. For the relative energy (zero: lowest compared OMol25 entry of this formula, charge and spin), the calculation gives 22.16 kJ/mol. As for the largest force on an atom: 3.07 eV/A. The calculation puts the total energy at -235199.4874 eV. Its charge is +1.

Element x y z (Å)
Ti1 -0.507 -0.479 -0.126
Br1 -3.151 5.878 -0.870
C1 -2.452 4.185 -0.705
C2 -1.503 3.688 -1.532
C3 -1.093 2.393 -1.329
N1 -1.484 1.538 -0.362
C4 -2.407 1.981 0.464
C5 -2.903 3.357 0.315
C6 -2.832 1.087 1.566
C7 -3.717 1.557 2.583
C8 -4.021 0.639 3.621
Br2 -5.183 1.364 4.884
C9 -3.461 -0.620 3.696
C10 -2.543 -0.929 2.693
N2 -2.168 -0.094 1.704
H1 -1.131 4.311 -2.331
H2 -0.310 2.055 -1.954
H3 -3.656 3.687 0.961
H4 -4.308 2.514 2.531
H5 -3.560 -1.300 4.503
H6 -2.011 -1.864 2.808
C11 0.012 0.172 4.721
Si1 0.918 -0.502 3.278
C12 0.558 -2.409 3.136
C13 2.753 -0.694 3.868
C14 0.971 0.616 1.707
C15 1.996 0.002 0.878
C16 3.361 0.276 0.897
C17 4.278 -0.523 0.272
C18 3.818 -1.558 -0.560
C19 2.477 -1.715 -0.654
N3 1.584 -0.967 0.041
Si2 1.086 2.391 2.196
C20 1.272 3.573 0.758
C21 2.489 2.788 3.400
C22 -0.376 3.113 3.127
H7 0.137 -0.617 5.515
H8 -1.073 0.321 4.529
H9 0.583 1.049 5.088
H10 0.656 -2.815 4.135
H11 1.362 -2.802 2.534
H12 -0.337 -2.744 2.672
H13 2.797 -0.913 4.930
H14 3.335 0.220 3.739
H15 3.321 -1.464 3.328
H16 3.678 1.034 1.553
H17 5.358 -0.391 0.445
H18 4.492 -2.193 -1.149
H19 2.121 -2.455 -1.380
H20 2.144 3.467 0.094
H21 1.319 4.574 1.232
H22 0.326 3.571 0.227
H23 3.477 2.545 2.999
H24 2.510 2.224 4.342
H25 2.399 3.862 3.595
H26 -1.308 2.897 2.583
H27 -0.169 4.193 3.210
H28 -0.391 2.657 4.092
N4 -2.481 -1.173 -0.901
C23 -3.108 -2.341 -0.296
C24 -2.068 -3.333 0.198
N5 -0.701 -2.804 0.028
H29 -3.207 -0.454 -0.800
H30 -2.284 -1.319 -1.914
H31 -3.792 -2.850 -0.940
H32 -3.676 -1.970 0.547
H33 -2.198 -4.318 -0.229
H34 -2.290 -3.450 1.257
H35 -0.253 -3.075 -0.870
H36 -0.130 -3.150 0.811
C25 2.754 -0.517 -3.877
Si3 1.271 0.458 -3.203
C26 2.020 1.764 -2.070
C27 0.707 1.481 -4.681
C28 -0.080 -0.579 -2.466
Si4 -0.323 -2.200 -3.602
C29 -0.433 -1.768 -5.455
C30 -2.031 -3.096 -3.356
C31 0.915 -3.613 -3.384
H37 3.494 0.284 -4.059
H38 2.527 -1.014 -4.881
H39 3.234 -1.185 -3.172
H40 2.376 1.571 -1.092
H41 1.449 2.688 -2.077
H42 2.866 1.986 -2.678
H43 1.511 2.127 -4.957
H44 -0.221 2.080 -4.501
H45 0.535 0.905 -5.541
H46 -1.018 -0.032 -2.740
H47 -0.994 -0.824 -5.570
H48 -0.874 -2.563 -6.023
H49 0.585 -1.696 -5.860
H50 -2.836 -2.426 -3.608
H51 -2.282 -3.524 -2.360
H52 -2.123 -3.981 -4.009
H53 1.981 -3.316 -3.504
H54 0.748 -4.358 -4.221
H55 0.897 -4.147 -2.439



No. 2
Here is C31H55BrCdNO3P3 as an isolated structure in a non-equilibrium geometry from the OMol25 dataset. Energies are from ωB97M-V with the def2-TZVPD basis set.

The gap between HOMO and LUMO (alpha / beta) comes out at 0.0370 / 0.1227 hartree. For the relative energy (zero: lowest compared OMol25 entry of this formula, charge and spin), the calculation gives 414.16 kJ/mol. As for the largest force on an atom: 3.62 eV/A. The calculation puts the total energy at -143125.6007 eV. Its charge is +2.

Element x y z (Å)
N1 -1.626 -2.789 -10.064
C1 -1.956 -3.761 -9.209
C2 -1.744 -3.640 -7.827
C3 -1.209 -2.439 -7.305
C4 -0.819 -1.456 -8.245
C5 -1.067 -1.666 -9.613
C6 -1.090 -2.201 -5.876
Cd1 -1.428 0.890 0.375
P1 -2.586 3.759 3.488
C7 -0.875 -0.967 -5.366
C8 -0.631 -0.760 -3.992
C9 -0.979 0.511 -3.516
C10 -1.030 0.725 -2.146
C11 -0.599 -0.282 -1.268
C12 -0.205 -1.532 -1.730
C13 -0.208 -1.784 -3.122
Br1 0.045 0.293 2.492
H1 -1.221 -3.080 -5.242
H2 -0.960 -0.092 -6.007
H3 -2.023 -4.466 -7.180
H4 -0.332 -0.537 -7.924
H5 -2.399 -4.668 -9.637
H6 -0.789 -0.893 -10.341
H7 -1.299 1.268 -4.240
H8 0.081 -2.755 -3.536
H9 -1.445 1.696 -1.844
H10 0.096 -2.323 -1.045
P2 1.788 1.272 -0.006
C14 -3.714 2.413 3.016
C15 -5.175 2.845 3.267
H11 -3.455 1.539 3.633
H12 -3.527 2.137 1.969
H13 -5.847 1.983 3.240
H14 -5.265 3.316 4.254
H15 -5.514 3.564 2.512
C16 -2.247 4.818 2.043
C17 -1.975 6.279 2.438
H16 -3.131 4.768 1.391
H17 -1.406 4.379 1.489
H18 -2.006 6.929 1.558
H19 -2.733 6.636 3.145
H20 -0.991 6.397 2.905
C18 -0.999 3.175 4.173
C19 -1.060 2.904 5.684
H21 -0.252 3.959 3.961
H22 -0.690 2.266 3.615
H23 -0.068 2.607 6.043
H24 -1.364 3.807 6.230
H25 -1.763 2.094 5.916
C20 3.192 1.353 1.216
C21 4.629 1.369 0.710
H26 3.022 0.491 1.877
H27 2.998 2.252 1.819
H28 4.939 0.395 0.313
H29 4.796 2.131 -0.060
H30 5.296 1.607 1.549
C22 1.445 3.097 -0.198
C23 1.324 3.637 -1.620
H31 2.232 3.633 0.355
H32 0.507 3.268 0.356
H33 2.309 3.839 -2.058
H34 0.781 2.960 -2.289
H35 0.775 4.588 -1.600
C24 2.696 0.880 -1.573
C25 3.196 -0.567 -1.658
H36 3.531 1.592 -1.675
H37 1.992 1.064 -2.399
H38 2.946 -0.991 -2.641
H39 4.289 -0.627 -1.554
H40 2.740 -1.219 -0.902
C26 3.291 -1.765 3.722
C27 3.265 -2.374 2.342
O1 1.983 -2.198 1.734
P3 0.957 -3.397 1.358
O2 0.915 -4.309 2.677
C28 0.597 -3.833 4.048
C29 1.420 -4.684 4.964
O3 -0.422 -2.494 1.467
C30 -1.730 -3.066 1.637
C31 -2.110 -3.914 0.452
H41 2.696 -0.845 3.772
H42 4.332 -1.539 3.985
H43 2.913 -2.468 4.476
H44 3.977 -1.857 1.684
H45 3.536 -3.440 2.381
H46 0.822 -2.763 4.134
H47 -0.476 -3.979 4.208
H48 2.488 -4.584 4.746
H49 1.244 -4.397 6.003
H50 1.142 -5.736 4.848
H51 -1.740 -3.650 2.567
H52 -2.397 -2.207 1.775
H53 -1.480 -4.808 0.396
H54 -3.145 -4.227 0.580
H55 -2.020 -3.354 -0.483